{
  "formula": "C32H40N4O3",
  "method": "the ωB97M-V functional and the def2-TZVPD basis",
  "smiles": "CCN1/C(=N/Cc2ccc(OC)cc2)N[C@@H](CCc2ccccc2)[C@H](C(=O)NCc2ccc(OC)cc2)[C@H]1C",
  "e_tot_ha": -1688.15350,
  "fmax_ha_per_bohr": 0.013,
  "de_lowest_kj_mol": 142.92,
  "homo_lumo_gap_ev": 8.9,
  "elements": ["H", "C", "N", "C", "O", "C", "H", "C", "C", "C", "H", "H", "C", "C", "H", "C", "H", "C", "C", "H", "H", "H", "C", "H", "N", "N", "C", "H", "H", "H", "C", "C", "H", "H", "H", "H", "H", "H", "C", "N", "C", "H", "H", "C", "C", "H", "C", "H", "H", "C", "C", "H", "O", "H", "C", "C", "C", "H", "H", "H", "H", "C", "H", "H", "H", "H", "C", "C", "H", "H", "H", "C", "H", "C", "H", "O", "C", "C", "H"],
  "coordinates": [[1.529340, -7.473389, -4.539150], [2.673617, 2.715767, 1.559744], [0.921079, -0.532109, -0.692992], [-4.920044, 2.107454, -0.715778], [0.884932, -5.519837, -4.817482], [-2.439473, 2.161626, 2.156917], [-0.757634, -0.448491, -1.886789], [-1.105484, -3.801201, -2.342735], [-1.888599, -1.492725, 0.167254], [2.131684, 3.889797, 2.052690], [0.554825, 6.952755, 3.879431], [-2.943554, 1.333681, 2.658744], [1.829743, -0.808639, -1.793938], [-0.764334, 0.310786, 1.500028], [-2.453254, 3.020844, 2.833161], [2.079288, 2.911547, 4.244259], [-5.733463, 1.490550, -1.066898], [-0.972607, 1.783030, 1.903889], [-4.246845, 1.758416, 0.442279], [-5.072844, 3.509825, -2.327755], [2.907680, 2.634235, 0.508043], [1.843005, 3.007891, 5.292400], [1.822004, 3.994940, 3.404109], [-0.410816, 1.941386, 2.829590], [0.640688, -0.032641, 1.565696], [2.775084, -0.041411, 0.563779], [3.435230, 0.336843, 1.791329], [-1.111390, 2.059875, -1.560007], [0.023800, -2.151585, 0.213530], [1.890271, 6.625484, 2.748298], [2.912841, 1.625578, 2.384062], [-1.345187, -0.060955, 0.128433], [-1.278169, -0.301590, 2.259329], [0.257163, 5.978831, 2.419201], [3.373234, -0.467649, 2.539011], [2.800834, 0.913680, 4.404475], [1.741895, -2.957355, -1.571422], [-0.897754, -3.777157, -4.477194], [-3.504780, 4.022288, -0.962872], [-0.942591, -2.438867, 0.306091], [-0.151821, 1.562197, -1.443740], [4.492749, 0.460647, 1.528350], [2.092848, -6.601368, -5.985468], [1.503931, -0.136764, 0.499746], [-2.833985, 3.672278, 0.194943], [1.249797, -0.803115, -2.718975], [-0.345565, 0.097887, -1.027197], [-0.798668, -4.399797, 1.002307], [-2.318639, -3.950808, 0.182261], [-0.672907, -4.362357, -1.143542], [0.848018, -5.764378, -2.388633], [-1.872853, -3.041293, -2.322218], [-3.079925, -1.727925, 0.111413], [3.154901, -2.368329, -2.452217], [-4.549257, 3.237991, -1.423137], [2.490933, -2.170237, -1.615275], [-0.569443, -4.206459, -3.543891], [-2.206910, 0.577131, -0.074449], [0.439007, 2.091293, -0.699851], [1.957563, 4.711780, 1.375703], [-2.024102, 4.292773, 0.553405], [0.417905, -5.194122, -3.580425], [3.071187, -2.169838, -0.697890], [2.605220, -0.037063, -1.845348], [-3.213534, 4.909693, -1.506481], [2.793101, -6.217913, -4.393628], [-1.229194, -3.851321, 0.158949], [0.305287, -5.341264, -1.185293], [0.655980, -5.788427, -0.266076], [-0.545159, 2.442994, 1.150161], [-4.534545, 0.866453, 0.979357], [0.983820, 6.214019, 3.204249], [1.606185, -6.531286, -2.379071], [1.879171, -6.509020, -4.921759], [0.382352, 1.609662, -2.390298], [1.267788, 5.090304, 3.999529], [-3.190471, 2.532919, 0.907802], [2.614498, 1.745085, 3.738092], [1.085324, 0.276471, 2.417836]],
  "forces_ev_per_a": [[0.020, 0.039, 0.002], [0.073, -0.140, 0.121], [-0.136, -0.010, -0.082], [-0.059, -0.029, -0.059], [-0.236, 0.225, 0.061], [0.223, 0.033, -0.069], [0.057, 0.030, 0.144], [0.099, -0.107, -0.029], [0.360, 0.556, 0.135], [-0.087, 0.294, 0.052], [0.024, -0.017, -0.091], [-0.059, 0.022, 0.087], [0.333, -0.204, -0.032], [-0.266, 0.250, 0.068], [-0.046, -0.079, 0.048], [-0.121, 0.293, 0.027], [-0.071, -0.062, -0.039], [-0.103, -0.238, 0.093], [-0.008, 0.118, 0.062], [-0.046, 0.017, -0.071], [-0.014, 0.000, -0.114], [-0.038, 0.019, 0.130], [0.003, -0.139, 0.141], [0.066, 0.023, -0.044], [0.267, 0.003, 0.240], [0.308, 0.083, -0.342], [-0.001, -0.086, -0.114], [-0.092, 0.101, -0.022], [-0.114, 0.059, -0.081], [-0.040, -0.024, 0.001], [0.094, 0.055, 0.061], [-0.132, -0.320, -0.046], [0.015, 0.125, -0.155], [0.036, 0.005, 0.008], [0.056, 0.074, 0.049], [0.008, -0.097, 0.059], [-0.083, -0.109, -0.046], [-0.052, 0.054, -0.124], [0.044, 0.086, -0.050], [0.190, -0.389, 0.144], [-0.039, -0.302, -0.028], [-0.092, -0.074, 0.234], [0.022, -0.031, 0.087], [0.109, -0.191, 0.288], [-0.016, -0.042, 0.022], [-0.047, 0.071, 0.053], [-0.252, 0.381, -0.095], [-0.101, -0.023, -0.085], [0.164, -0.047, 0.089], [0.108, -0.171, 0.176], [0.184, -0.147, -0.379], [-0.111, 0.116, -0.022], [-0.565, -0.061, -0.113], [0.119, -0.091, -0.105], [-0.056, 0.006, -0.100], [-0.077, 0.215, -0.099], [0.099, -0.064, -0.104], [0.165, -0.234, -0.014], [0.051, 0.116, 0.088], [-0.031, 0.100, -0.031], [0.111, 0.066, 0.042], [-0.034, 0.035, 0.140], [0.077, -0.048, 0.046], [-0.116, 0.004, -0.106], [0.016, 0.070, -0.038], [-0.039, -0.020, -0.006], [-0.174, -0.032, 0.050], [-0.289, 0.180, 0.054], [0.039, -0.026, 0.109], [0.094, 0.049, 0.023], [0.003, -0.121, 0.052], [-0.042, 0.187, -0.129], [0.082, -0.062, -0.048], [0.156, -0.151, -0.007], [0.072, 0.039, -0.083], [0.112, -0.322, 0.131], [-0.202, 0.033, 0.086], [0.072, 0.074, -0.167], [-0.040, 0.001, -0.135]]
}